ORCA calculation (ωB97M-V/def2-TZVPD) on C2H5N3O2 as an isolated structure.

Cartesian coordinates (Å):
N 1.0515 0.5800 1.0747
C 1.1324 -0.0375 -0.2558
N 0.0256 0.7124 -1.0502
C 0.0419 -0.4686 0.8680
O -1.9604 -0.8501 -0.0773
N -1.1251 0.1561 0.3682
O 2.1090 -0.4910 -0.8511
H -2.8138 -0.4051 -0.1911
H 1.8263 0.1917 1.6071
H -0.2444 0.2330 -1.9051
H 0.0122 1.7316 -1.0722
H -0.0552 -1.3524 1.4847

Its orbital gap (spin up / spin down) is 7.247 / 7.255 eV. The energy above the lowest of the compared OMol25 structures with the same formula, charge and spin comes out at 718.8 kJ/mol. For the LUMO energy (spin up / spin down), the calculation gives -0.5 / -0.5 eV. Its total energy is -393.745475 hartree. The HOMO energy (spin up / spin down) comes out at -7.71 / -7.72 eV.